No. 1
Density functional theory data (wB97M-V/def2-TZVPD) for a structure of composition C30H58As3BN7OSr.

```
101
Properties=species:S:1:pos:R:3:lowdin_charge:R:1
Sr -0.11 -0.81 -1.02 1.222
As 5.13 3.36 2.61 1.143
As 0.73 2.30 -0.49 1.083
As 3.14 -0.61 -0.78 1.061
O 0.73 -2.96 -1.90 -0.201
N -3.38 2.37 -0.56 0.101
N -2.57 -1.93 -1.34 0.013
N -0.83 -0.27 1.40 -0.029
N -3.10 -1.40 -0.20 0.000
N -2.09 0.26 1.38 0.008
N 0.93 -5.17 -2.25 -0.129
N -3.89 1.15 -0.23 0.008
C -4.22 4.62 -1.09 -0.033
C -1.33 0.49 3.44 0.015
C -4.42 3.18 -0.73 -0.352
C -3.71 -2.35 0.53 -0.270
C 3.58 4.47 3.09 -0.348
C -3.66 -3.52 -0.20 0.019
C 0.95 -6.33 -3.14 -0.020
C 4.12 0.80 0.19 -0.351
C 4.04 -2.11 0.10 -0.302
C -2.93 -3.21 -1.36 -0.345
C -3.71 1.43 2.87 0.016
C -2.41 0.73 2.60 -0.275
C -0.42 3.04 0.89 -0.284
C 3.77 2.27 -0.05 -0.663
C 0.88 -3.63 -4.17 0.037
C 0.69 3.86 -1.68 -0.300
C -4.16 -2.17 1.94 0.007
C 4.47 1.70 3.43 -0.357
C -6.15 0.03 0.05 -0.007
C 0.82 -5.36 -0.80 -0.006
C -0.37 -0.13 2.64 -0.363
C 2.39 2.65 0.52 -0.357
C 3.85 2.59 -1.54 -0.088
C 4.18 -0.70 -2.45 -0.304
C 4.85 3.14 0.65 -0.381
C -2.58 -4.12 -2.49 -0.015
C -5.62 2.48 -0.54 0.009
C 1.00 -0.61 3.01 -0.019
C -5.26 1.19 -0.23 -0.276
C 0.85 -3.91 -2.70 -0.521
B -2.82 0.11 0.02 -0.605
H 4.00 0.55 1.25 0.040
H 1.82 -6.31 -3.79 0.095
H 1.06 -6.39 -0.56 0.093
H 4.73 4.17 0.32 0.069
H 5.83 2.83 0.26 0.060
H -3.30 -2.05 2.60 0.091
H 5.13 0.86 3.20 0.017
H -4.55 0.73 2.86 0.072
H -5.86 -0.87 -0.50 0.083
H 3.55 5.35 2.45 0.020
H -0.43 2.39 1.76 0.010
H 3.11 2.03 -2.12 0.045
H -6.17 -0.21 1.11 0.063
H -0.04 4.02 1.17 0.040
H 3.45 1.46 3.16 -0.017
H 2.35 3.72 0.71 0.066
H -1.25 0.76 4.48 0.116
H 5.11 -1.96 0.05 0.035
H -3.24 -4.98 -2.51 0.087
H 3.66 3.65 -1.72 0.089
H 1.50 -4.70 -0.29 0.086
H 1.01 -7.23 -2.53 0.091
H -2.67 -3.59 -3.45 0.085
H 1.26 3.71 -2.60 0.015
H -0.20 -5.14 -0.46 0.096
H 1.15 -4.48 -4.79 0.075
H -3.90 2.19 2.12 0.081
H 3.72 4.82 4.12 0.016
H 0.96 -1.54 3.56 0.086
H -1.43 3.11 0.48 0.000
H -3.16 4.83 -1.24 0.063
H 5.17 0.63 -0.05 0.086
H -1.96 0.34 -0.80 0.017
H 4.51 1.86 4.51 0.021
H 4.84 2.35 -1.94 0.094
H 1.60 -0.77 2.11 0.046
H -4.81 -1.31 2.08 0.046
H -4.08 -4.47 0.09 0.114
H 0.04 -6.38 -3.74 0.100
H -4.58 5.27 -0.29 0.079
H -3.69 1.90 3.85 0.089
H 1.09 4.73 -1.15 0.035
H 5.23 -0.54 -2.22 0.035
H 2.63 3.94 3.03 0.005
H -4.71 -3.06 2.27 0.091
H -1.56 -4.49 -2.40 0.045
H 4.06 -1.69 -2.88 0.019
H -0.35 4.05 -1.94 0.020
H 1.58 -2.82 -4.35 0.093
H -7.17 0.28 -0.23 0.087
H -0.11 -3.29 -4.47 0.099
H 3.85 0.04 -3.18 0.017
H -6.63 2.85 -0.64 0.111
H -4.76 4.88 -2.00 0.078
H 3.79 -3.05 -0.41 0.016
H 1.51 0.12 3.63 0.073
H 3.74 -2.18 1.14 0.021
H 2.24 2.16 1.49 0.055
```

Values from the calculation:
Frontier orbital gap (Eh): 0.3026
HOMO energy (eV): -10.440
Total charge: +1
2S+1: 1


No. 2
Density functional theory data (wB97M-V/def2-TZVPD) for a cluster of 2 separate species, C4H12BN in total.

```
18
Properties=species:S:1:pos:R:3:lowdin_charge:R:1
N -1.21 0.12 -0.15 -0.132
C -1.98 -0.29 1.05 -0.061
C 2.32 -0.89 1.20 -0.078
C -0.86 -0.98 -1.04 -0.071
C -0.85 2.76 -0.64 0.029
B -0.78 1.37 -0.36 -0.285
H 2.43 0.21 1.40 0.028
H -0.07 3.41 -0.55 -0.055
H -0.34 -1.71 -0.43 0.076
H 1.27 -1.21 1.54 0.014
H -2.34 0.61 1.63 0.101
H -2.97 -0.71 0.89 0.078
H -1.71 3.16 -1.22 0.029
H -1.67 -1.40 -1.74 0.121
H 3.12 -1.42 1.81 0.024
H -1.38 -0.98 1.71 0.096
H 2.35 -1.20 0.10 0.033
H -0.23 -0.65 -1.79 0.050
```

Values from the calculation:
Frontier orbital gap (Eh): 0.3136
HOMO energy (eV): -7.927
Total charge: 0
2S+1: 1


No. 3
Density functional theory data (wB97M-V/def2-TZVPD) for a structure of composition C41H41IN5O3Ti.

```
92
Properties=species:S:1:pos:R:3:lowdin_charge:R:1
I 0.14 -6.65 1.13 0.759
Ti 0.33 -0.86 0.36 1.016
O -0.78 -2.04 -1.06 -0.102
O -2.76 -2.76 -1.83 0.068
O -1.54 0.10 -0.15 -0.144
N 0.31 0.65 1.79 -0.056
N -0.41 -2.37 1.61 -0.097
N 0.52 1.30 -1.27 0.028
N 1.63 -1.08 -1.21 -0.073
N 2.04 -1.17 1.35 -0.069
C 3.27 -0.47 -2.85 -0.030
C 2.51 -0.12 2.01 -0.202
C 0.26 -3.22 3.79 -0.116
C -3.58 2.44 -3.03 -0.087
C 4.05 1.85 3.99 -0.128
C 1.58 1.58 3.62 -0.021
C -2.52 -0.10 -3.40 0.005
C 1.24 0.97 -2.31 -0.201
C -0.37 -3.68 1.17 -0.245
C -2.87 0.32 -2.12 -0.138
C 3.24 1.10 -4.81 -0.141
C 0.46 -4.53 3.30 -0.209
C 2.19 -2.43 -1.18 -0.206
C -5.09 -0.61 -0.43 -0.021
C 0.07 -4.71 1.96 -0.747
C 0.83 3.39 0.91 -0.196
C 1.98 1.65 -4.67 -0.108
C -0.17 -2.22 2.97 -0.178
C 3.82 0.17 -3.95 -0.107
C 2.71 2.02 4.29 -0.095
C 0.53 3.68 -0.56 -0.175
C -2.71 0.75 -4.49 -0.077
C -3.78 -0.72 0.02 -0.122
C 1.13 1.61 -3.58 -0.023
C 4.55 1.03 2.99 -0.100
C 3.38 -2.54 -0.22 -0.148
C -0.73 1.61 2.13 -0.197
C 3.89 0.13 2.18 -0.018
C -3.40 1.60 -1.95 -0.047
C -6.15 -0.78 0.44 -0.088
C -5.93 -1.06 1.78 -0.104
C -0.41 3.11 1.78 -0.146
C 2.88 -2.34 1.21 -0.188
C 1.44 0.78 2.46 -0.250
C -3.56 -1.03 1.37 -0.003
C 2.07 -0.25 -2.13 -0.195
C -2.59 -0.54 -0.90 -0.282
C -3.24 2.01 -4.31 -0.102
C -2.02 -1.95 -1.30 -0.587
C -4.62 -1.19 2.24 -0.074
C -0.23 2.54 -1.25 -0.217
H 2.28 -3.21 1.49 0.106
H -0.80 0.33 -0.78 0.038
H -1.64 1.31 1.61 0.086
H -2.54 -1.15 1.72 0.096
H 1.40 -3.10 -0.85 0.104
H 2.49 -2.74 -2.19 0.119
H -0.06 4.59 -0.66 0.109
H -0.32 3.66 2.71 0.094
H 5.63 1.06 2.86 0.099
H 4.82 -0.15 -4.21 0.097
H -1.15 2.37 -0.68 0.091
H 0.45 -3.01 4.84 0.092
H 4.77 2.38 4.60 0.085
H 0.20 2.15 -3.72 0.086
H -7.17 -0.70 0.07 0.096
H -1.30 3.51 1.27 0.102
H 3.81 1.37 -5.69 0.083
H 3.84 -3.53 -0.32 0.117
H 3.72 -2.31 1.91 0.114
H -0.54 2.88 -2.24 0.097
H 1.48 3.84 -1.08 0.112
H 1.50 2.53 0.93 0.088
H 2.50 2.62 5.17 0.099
H -3.66 1.93 -0.95 0.128
H -0.71 -3.87 0.16 0.082
H -2.43 0.41 -5.48 0.102
H 4.13 -1.78 -0.45 0.097
H -0.35 -1.23 3.37 0.093
H -3.99 3.43 -2.88 0.099
H -5.28 -0.40 -1.48 0.118
H 3.90 -1.24 -2.44 0.082
H -3.38 2.67 -5.16 0.095
H -2.12 -1.09 -3.55 0.121
H 4.53 -0.43 1.51 0.098
H -0.96 1.54 3.19 0.104
H 1.38 4.23 1.33 0.107
H 0.87 -5.33 3.90 0.065
H 1.62 2.23 -5.51 0.098
H -4.43 -1.43 3.27 0.101
H -6.76 -1.19 2.46 0.093
H 0.65 1.90 4.06 0.092
```

Values from the calculation:
⟨S²⟩: 2.022
Frontier orbital gap (alpha / beta) (Eh): 0.1734 / 0.2539
HOMO energy (alpha / beta) (eV): -2.310 / -4.517
Total charge: -1
2S+1: 3


No. 4
Density functional theory data (wB97M-V/def2-TZVPD) for an isolated molecule of C24H30N2O6S.

```
63
Properties=species:S:1:pos:R:3:lowdin_charge:R:1
S -0.03 -1.77 3.61 0.690
O 1.77 2.62 -1.08 -0.003
O 1.25 -1.74 4.26 -0.286
O 0.17 1.09 -0.75 0.131
O -1.05 -2.61 4.17 -0.265
O 0.68 -2.76 -2.17 -0.039
O -2.12 -1.01 -2.82 0.070
N -0.09 -0.30 -3.51 -0.028
N -0.60 -0.19 3.56 -0.175
C 2.17 2.56 0.29 -0.195
C -4.57 0.12 2.25 -0.089
C 1.18 -0.53 -4.17 -0.134
C -1.92 -0.05 3.09 -0.293
C 0.52 2.03 -2.97 -0.185
C -2.22 0.46 1.83 -0.031
C -0.94 -2.34 1.11 -0.036
C 3.03 1.34 0.57 -0.051
C 1.57 -2.38 -0.04 0.006
C 0.18 -2.16 1.88 -0.264
C -4.27 -0.39 3.50 -0.072
C -0.54 1.08 -3.51 -0.088
C -0.97 -1.25 -3.13 -0.428
C 0.44 -2.54 -0.84 -0.241
C 0.40 0.76 3.14 -0.260
C -0.83 -2.52 -0.26 0.023
C 0.06 2.16 3.65 -0.058
C 2.27 0.39 -3.61 -0.145
C -2.95 -0.48 3.92 -0.021
C 1.84 1.85 -3.74 -0.145
C -3.54 0.55 1.42 -0.071
C -0.42 -2.68 -3.06 -0.088
C 0.78 1.83 -1.48 -0.458
C 1.44 -2.17 1.31 -0.055
H 1.06 -0.33 -5.24 0.136
H 2.47 0.43 0.39 0.053
H -1.24 -3.34 -2.75 0.133
H 3.35 1.35 1.61 0.082
H -0.09 2.13 4.72 0.084
H -0.80 1.39 -4.53 0.142
H 2.60 2.51 -3.34 0.116
H 1.28 2.55 0.92 0.103
H -0.05 -3.02 -4.03 0.134
H 3.19 0.21 -4.16 0.120
H 0.17 3.06 -3.09 0.160
H -1.44 0.77 1.16 0.098
H 1.67 2.09 -4.79 0.122
H 2.30 -2.02 1.95 0.117
H 2.54 -2.41 -0.52 0.122
H -5.06 -0.73 4.15 0.104
H 0.52 0.76 2.05 0.090
H -3.76 0.94 0.44 0.106
H -5.59 0.19 1.92 0.100
H -1.44 1.12 -2.90 0.129
H 2.44 0.15 -2.56 0.116
H -1.91 -2.35 1.58 0.122
H 1.49 -1.56 -4.03 0.113
H 1.34 0.42 3.59 0.112
H -0.85 2.53 3.17 0.073
H -2.70 -0.89 4.89 0.113
H 2.73 3.48 0.46 0.127
H -1.72 -2.61 -0.85 0.111
H 0.88 2.84 3.43 0.070
H 3.91 1.34 -0.07 0.082
```

Values from the calculation:
Frontier orbital gap (Eh): 0.3347
HOMO energy (eV): -8.564
Total charge: 0
2S+1: 1


No. 5
Density functional theory data (wB97M-V/def2-TZVPD) for a structure of composition H24NaO16S.

```
42
Properties=species:S:1:pos:R:3:lowdin_charge:R:1
S 8.86 12.40 -4.28 0.378
Na 9.29 9.87 -1.90 0.765
O 10.06 9.36 -5.22 -0.034
O 11.94 12.19 -2.69 -0.042
O 6.74 10.36 -6.37 0.012
O 5.91 13.69 -2.01 -0.047
O 7.52 11.39 -0.43 -0.032
O 7.50 12.63 -3.77 -0.346
O 10.50 15.09 -2.08 -0.035
O 9.56 13.66 -4.35 -0.303
O 11.56 15.34 -4.92 -0.054
O 11.10 11.95 -6.84 -0.041
O 8.47 16.06 -4.47 -0.025
O 9.56 11.45 -3.45 -0.370
O 5.34 11.09 -3.23 -0.048
O 7.74 12.95 -7.81 0.080
O 8.79 11.80 -5.61 -0.379
O 5.86 13.63 -5.55 0.319
H 11.01 15.77 -4.27 -0.003
H 8.08 12.57 -7.00 -0.014
H 7.41 12.27 -0.80 0.023
H 11.31 14.42 -4.87 -0.006
H 6.33 14.52 -1.80 0.055
H 6.15 11.54 -3.44 -0.042
H 6.74 10.92 -0.69 0.044
H 9.72 10.26 -5.15 -0.037
H 8.40 13.60 -8.07 0.083
H 10.69 9.28 -4.51 0.027
H 6.62 13.46 -4.99 0.023
H 10.26 14.36 -2.65 -0.024
H 11.12 12.00 -3.14 -0.049
H 6.47 9.77 -5.67 0.049
H 8.80 15.17 -4.60 -0.041
H 10.25 11.75 -6.46 -0.045
H 11.67 12.45 -1.81 0.024
H 7.47 10.86 -6.01 -0.039
H 11.73 11.63 -6.19 0.034
H 4.66 11.77 -3.28 0.041
H 8.68 16.52 -5.28 0.046
H 5.99 13.06 -6.30 0.075
H 6.53 13.25 -2.60 -0.054
H 10.76 14.67 -1.26 0.031
```

Values from the calculation:
⟨S²⟩: 0.757
Frontier orbital gap (alpha / beta) (Eh): 0.3127 / 0.1132
HOMO energy (alpha / beta) (eV): -10.102 / -10.067
Total charge: 0
2S+1: 2


No. 6
Density functional theory data (wB97M-V/def2-TZVPD) for a cluster of 2 separate species, C35H46BClN3O7PS in total.

```
95
Properties=species:S:1:pos:R:3:lowdin_charge:R:1
Cl -0.78 3.69 -7.74 0.519
S -1.40 0.98 -1.97 1.098
P 1.92 0.27 0.67 0.941
O 0.08 -0.63 7.47 0.153
O -0.27 -1.84 9.34 0.061
O -1.73 -0.26 8.76 0.065
O 4.11 4.38 -5.36 0.126
O 3.39 2.45 -4.53 0.006
O -5.57 -1.31 1.61 0.170
O -3.82 0.84 -0.49 -0.008
N 0.82 -0.66 -0.36 -0.167
N -4.84 0.61 2.97 -0.101
N -3.24 -2.93 3.21 0.154
C 2.65 -0.87 1.91 -0.275
C -1.22 3.52 -5.99 -0.531
C 0.19 0.41 -2.55 -0.355
C -1.50 -2.48 5.42 -0.040
C 2.21 0.68 -5.79 -0.078
C -1.57 0.08 -0.47 -0.375
C 3.09 4.44 -3.25 0.028
C 0.53 0.74 -3.88 -0.167
C 2.28 -0.68 -2.27 -0.006
C -3.10 -0.57 1.34 0.022
C -3.80 0.74 3.99 -0.083
C 1.05 -0.30 -1.73 -0.292
C -0.46 1.48 -4.75 -0.185
C -1.16 -1.70 10.45 -0.114
C 2.68 -0.37 -3.56 -0.147
C -0.58 -0.88 8.43 -0.585
C -2.57 -3.36 5.49 -0.066
C 1.78 0.34 -4.38 -0.115
C -2.34 -0.99 9.83 -0.113
C -4.97 1.91 2.30 -0.090
C 0.87 1.45 1.60 -0.265
C -3.38 -3.54 4.39 -0.130
C 3.19 1.89 -5.83 -0.142
C -1.35 -1.81 4.22 -0.016
C -2.82 0.09 0.15 -0.280
C 3.57 3.77 -4.49 -0.566
C -2.22 -2.06 3.17 -0.260
C 3.97 -3.22 -3.10 -0.075
C 4.22 -2.30 -4.30 -0.414
C -2.04 -1.31 1.90 -0.120
C -0.52 -0.61 0.12 -0.288
C -0.80 -1.32 1.29 0.015
C -0.06 2.87 -5.21 -0.241
C 3.43 -2.76 -5.52 -0.076
C 4.05 -0.80 -4.01 -0.116
B -4.56 -0.45 1.99 -0.512
H 4.32 -2.76 -2.18 0.066
H 1.99 -1.64 2.29 0.020
H 0.24 2.00 0.90 0.039
H -3.64 -0.21 4.49 0.078
H 4.76 -0.51 -3.23 0.128
H -2.10 2.89 -5.99 0.063
H -4.41 0.22 -0.93 0.112
H 3.51 -1.33 1.45 0.021
H 4.38 -0.26 -4.89 0.099
H -5.29 2.64 3.03 0.086
H -0.67 -1.10 11.22 0.133
H 1.54 2.10 2.15 0.036
H 2.77 2.66 -6.47 0.113
H 0.19 3.53 -4.38 0.114
H -1.41 -2.67 10.86 0.132
H 0.19 0.99 2.32 0.031
H -1.44 1.57 -4.28 0.054
H 2.96 -1.21 -1.63 0.096
H 3.84 4.38 -2.47 0.093
H 4.56 -4.12 -3.25 0.077
H 2.91 -3.45 -3.00 0.082
H -3.08 -1.68 9.40 0.132
H 2.18 3.98 -2.86 0.076
H -4.21 -4.24 4.47 0.107
H 3.69 -2.17 -6.40 0.071
H -0.01 -1.90 1.74 0.107
H 5.27 -2.44 -4.56 0.129
H -5.70 1.90 1.50 0.088
H -4.02 2.27 1.88 0.087
H 2.36 -2.74 -5.35 0.085
H 3.73 -3.78 -5.74 0.078
H -2.86 1.14 3.59 0.091
H -2.85 -0.31 10.51 0.132
H -4.14 1.44 4.74 0.088
H 2.91 5.48 -3.48 0.089
H -5.68 -1.25 0.66 0.099
H 4.13 1.60 -6.29 0.126
H 3.03 -0.24 2.71 0.036
H 1.35 0.87 -6.41 0.104
H -2.78 -3.92 6.39 0.098
H -0.85 -2.35 6.27 0.086
H 2.75 -0.17 -6.17 0.086
H 0.78 2.87 -5.89 0.053
H -0.62 0.87 -5.65 0.129
H -1.43 4.53 -5.66 0.064
H -0.57 -1.08 4.10 0.118
```

Values from the calculation:
Frontier orbital gap (Eh): 0.2825
HOMO energy (eV): -7.325
Total charge: 0
2S+1: 1


no.,E (a.u.)
1,-8399.33215
2,-239.13565
3,-3233.70676
4,-1891.70826
5,-1778.65510
6,-3276.91028